Computed, not measured: C17H23F9HgNOP as an isolated structure in a non-equilibrium geometry, with wB97M-V/def2-TZVPD.

```
! RIJCOSX wB97M-V def2-TZVPD def2/J DEFGRID3
* xyz 0 1
C 1.02513 -2.16180 -4.71562
C -0.16591 -1.54541 -4.35431
C -0.31828 -0.91476 -3.10349
C 0.79411 -0.83855 -2.26180
C 1.94145 -1.59027 -2.55851
C 2.08342 -2.19662 -3.81215
C -1.66048 -0.26844 -2.83141
C -2.60098 -0.78980 -1.71287
N -2.03050 -1.52254 -0.61465
Hg 0.94191 0.53090 -0.63018
C 3.04838 -1.74036 -1.52484
P 2.26705 -1.66289 0.13724
H -1.01329 -1.53652 -5.04152
H 3.02852 -2.68544 -4.05141
H 1.12957 -2.61225 -5.69916
H 3.76289 -0.89918 -1.57532
H 3.59196 -2.69593 -1.60995
H -1.52640 0.81242 -2.66606
H -2.24860 -0.37582 -3.75206
H -3.08581 0.09350 -1.27133
C 3.58379 -1.25267 1.31659
C 1.78471 -3.39214 0.43481
H -3.39491 -1.40996 -2.18272
C -1.66468 -2.89959 -0.81803
C -2.57196 -1.22061 0.69283
H 0.95120 0.97814 1.05347
H -2.53945 -3.57488 -0.91137
H -1.04814 -2.99938 -1.72084
H -1.07134 -3.24052 0.04271
H -3.59470 -1.62385 0.83389
H -1.92623 -1.65145 1.47148
H -2.61425 -0.13246 0.82873
H 2.68851 -4.01220 0.54647
H 1.18457 -3.44542 1.35601
H 1.18215 -3.78530 -0.39841
H 4.52914 -1.74131 1.03067
H 3.70516 -0.15940 1.33504
H 3.27018 -1.58716 2.31858
H -0.15302 1.30457 1.87039
F 1.48260 3.61297 1.78129
C 0.16963 3.91734 1.55959
F 0.01739 5.24964 1.74395
F -0.08187 3.64247 0.25091
C -0.78647 3.10444 2.51179
O -1.01972 1.76769 2.12585
C -0.14367 3.10055 3.92976
F 0.34635 4.30353 4.31949
F -1.03444 2.68267 4.85741
F 0.88976 2.20756 3.93282
C -2.18598 3.77503 2.51225
F -2.21707 4.96920 3.16088
F -2.61154 3.98057 1.23566
F -3.07667 2.94499 3.09909
*
```

HOMO-LUMO gap ... 0.288 Ha
Energy ... -2185.09087 hartree
LUMO energy ... 0.0021 Eh